This record from OMol25 describes a 5-piece molecular cluster, C25H25N5 overall at a distorted geometry. The level of theory is the ωB97M-V functional and the def2-TZVPD basis.

Structure (ORCA input):
```
! RIJCOSX wB97M-V def2-TZVPD def2/J DEFGRID3
* xyz 0 1
C -1.44 -0.46 -0.77
C -1.34 -1.16 0.43
C -1.24 -2.54 0.39
N -1.20 -3.23 -0.75
C -1.20 -2.54 -1.90
C -1.35 -1.12 -2.00
H -1.34 0.61 -0.76
H -1.30 -0.59 1.34
H -1.07 -3.12 1.29
H -1.16 -3.12 -2.82
H -1.46 -0.64 -2.97
C -2.81 1.39 3.07
C -3.64 1.96 4.01
C -3.71 3.35 4.00
N -2.91 4.17 3.19
C -2.10 3.52 2.30
C -2.06 2.12 2.19
H -2.84 0.31 3.05
H -4.35 1.49 4.67
H -4.38 3.88 4.65
H -1.33 4.04 1.76
H -1.27 1.69 1.59
C 2.01 -1.44 5.04
C 0.67 -1.06 5.42
C -0.23 -0.63 4.44
N 0.10 -0.47 3.12
C 1.41 -0.66 2.77
C 2.33 -1.13 3.71
H 2.66 -1.81 5.81
H 0.44 -1.16 6.47
H -1.21 -0.26 4.72
H 1.88 -0.29 1.87
H 3.38 -1.06 3.50
C -0.58 1.83 -5.23
C -1.49 1.91 -4.19
C -1.11 2.50 -3.02
N 0.19 2.77 -2.76
C 1.12 2.58 -3.75
C 0.76 2.15 -5.01
H -0.91 1.53 -6.22
H -2.51 1.75 -4.50
H -1.80 2.64 -2.20
H 2.10 3.00 -3.59
H 1.52 1.88 -5.73
C 2.51 -1.25 -2.27
C 3.59 -1.21 -3.16
C 4.40 -2.42 -3.28
N 4.19 -3.54 -2.58
C 3.00 -3.58 -1.82
C 2.19 -2.48 -1.59
H 1.77 -0.48 -2.11
H 3.78 -0.28 -3.68
H 5.30 -2.33 -3.86
H 2.76 -4.52 -1.33
H 1.30 -2.50 -0.97
*
```

## Properties
* SMILES: c1ccncc1.c1ccncc1.c1ccncc1.c1ccncc1.c1ccncc1
* energy above the lowest of the compared OMol25 structures with the same formula, charge and spin: 412.7 kJ/mol

=====

This record from OMol25 describes C25H26BN15O2ReS as an isolated structure at a distorted geometry. The level of theory is the ωB97M-V functional and the def2-TZVPD basis.

Structure (ORCA input):
```
! RIJCOSX wB97M-V def2-TZVPD def2/J DEFGRID3
* xyz 3 3
Re -0.25 -0.36 -0.54
C 0.02 -1.94 3.39
C -0.21 -0.92 2.48
N 0.10 -1.34 1.24
N 0.54 -2.62 1.35
C 0.49 -3.00 2.63
B 1.00 -3.38 0.08
N -0.23 -3.51 -0.82
C -0.85 -4.58 -1.32
C -1.96 -4.15 -2.03
C -1.94 -2.77 -1.91
N -0.89 -2.38 -1.19
N 1.99 -2.44 -0.64
C 3.25 -2.70 -1.01
C 3.81 -1.54 -1.53
C 2.80 -0.59 -1.44
N 1.70 -1.15 -0.91
N 1.66 -4.69 0.40
C 2.65 -4.95 1.30
C 3.03 -6.26 1.15
C 2.23 -6.76 0.10
N 1.47 -5.80 -0.34
H -0.13 -1.91 4.45
H -0.60 0.06 2.65
H 0.76 -3.99 2.95
H -0.46 -5.57 -1.15
H -2.68 -4.75 -2.54
H -2.65 -2.08 -2.31
H 3.69 -3.67 -0.91
H 4.80 -1.40 -1.92
H 2.84 0.44 -1.73
H 3.01 -4.20 1.97
H 3.80 -6.80 1.68
H 2.22 -7.73 -0.35
C -0.84 6.07 4.90
C -1.06 4.94 3.98
C 0.00 4.08 3.64
C -0.18 3.11 2.68
C -1.42 2.98 2.06
C -2.50 3.78 2.41
C -2.32 4.74 3.38
S -1.50 1.97 0.61
O -2.02 0.61 0.82
O -2.11 2.70 -0.45
N 0.06 1.58 0.14
C 0.54 2.29 -0.92
C 0.70 3.67 -1.03
C 1.06 4.18 -2.27
C 1.25 3.32 -3.34
C 1.08 1.95 -3.15
N 0.75 1.47 -1.96
H 0.15 6.05 5.34
H -1.60 6.11 5.68
H -0.96 7.01 4.35
H 0.96 4.20 4.12
H 0.64 2.47 2.37
H -3.44 3.67 1.90
H -3.15 5.38 3.67
H 0.51 4.31 -0.18
H 1.18 5.25 -2.39
H 1.53 3.69 -4.31
H 1.22 1.24 -3.95
N -2.61 1.16 -5.11
N -2.49 0.81 -3.85
N -3.50 0.86 -3.01
C -2.96 0.51 -1.87
N -1.65 0.26 -2.02
N -1.37 0.46 -3.29
H -3.55 1.24 -5.47
H -1.86 0.89 -5.73
H -3.52 0.43 -0.96
*
```

=====

This record from OMol25 describes C25H26BrKN4O4S as an isolated structure. The level of theory is the ωB97M-V functional and the def2-TZVPD basis.

Structure (ORCA input):
```
! RIJCOSX wB97M-V def2-TZVPD def2/J DEFGRID3
* xyz 0 1
K -0.08 -0.39 0.15
C 1.78 2.67 -0.60
O 0.42 2.30 -0.36
C -0.53 3.27 -0.40
C -0.28 4.61 -0.63
C -1.35 5.50 -0.66
Br -0.99 7.33 -1.00
C -2.64 5.09 -0.44
C -2.89 3.74 -0.18
C -1.84 2.84 -0.18
O -2.00 1.50 0.03
C -4.28 3.32 0.06
N -5.32 3.86 -0.49
C -6.41 3.17 0.03
C -7.77 3.34 -0.22
C -8.65 2.51 0.44
C -8.20 1.52 1.33
C -6.86 1.34 1.59
C -5.98 2.18 0.92
N -4.59 2.27 0.91
H 1.89 3.12 -1.59
H 2.35 1.74 -0.54
H 2.13 3.37 0.16
H 0.73 4.97 -0.80
H -3.47 5.79 -0.46
H -2.91 1.21 -0.11
H -8.11 4.10 -0.91
H -9.71 2.61 0.27
H -8.93 0.89 1.83
H -6.51 0.58 2.28
H -3.97 1.86 1.59
O 2.43 -0.64 -0.16
N 3.20 -1.69 -0.25
C 4.54 -1.47 -0.34
C 5.45 -2.48 -0.44
C 4.98 -3.79 -0.45
C 3.63 -4.01 -0.36
C 2.69 -2.97 -0.26
S 1.01 -3.29 -0.19
H 4.79 -0.42 -0.31
H 6.50 -2.24 -0.51
H 5.67 -4.63 -0.53
H 3.23 -5.02 -0.37
O -2.55 -1.31 0.62
C -2.89 -2.50 0.49
C -4.21 -2.90 -0.12
C -4.03 -3.50 -1.54
C -2.62 -4.02 -1.85
C -2.14 -5.17 -0.97
C -2.32 -4.90 0.53
N -2.09 -3.50 0.89
H -4.83 -2.01 -0.16
H -4.69 -3.61 0.54
H -4.27 -2.73 -2.28
H -4.76 -4.30 -1.68
H -1.91 -3.20 -1.78
H -2.59 -4.34 -2.90
H -1.08 -5.34 -1.18
H -2.68 -6.09 -1.22
H -1.62 -5.50 1.11
H -3.32 -5.18 0.85
H -1.15 -3.24 1.16
*
```

## Properties
* energy above the lowest of the compared OMol25 structures with the same formula, charge and spin: 1.4 kJ/mol

=====

Per-record E_tot, hartree: -1241.3222; -2440.4428; -5060.4505